Record 1
DFT (the ωB97M-V functional and the def2-TZVPD basis) results for C39H42BrF4N3O3P2Ti as an isolated structure.

Atoms and positions in Å:
1 Ti 0.05353 -1.02284 0.80303
2 O 2.95752 -3.92000 0.64996
3 C 2.03976 -3.23309 0.24836
4 O 1.27188 -2.51177 1.11244
5 C 1.77280 -2.99193 -1.21578
6 P 1.41982 -1.21555 -1.48139
7 C 3.09453 -0.50081 -1.68019
8 C 3.70260 -0.57384 -2.93842
9 C 4.93915 0.02519 -3.14230
10 C 5.58325 0.67859 -2.10265
11 C 5.03002 0.64940 -0.82924
12 C 3.78025 0.07043 -0.63931
13 C 0.54588 -1.14519 -3.02104
14 C 0.72749 -0.09030 -3.91859
15 C 0.05194 -0.05325 -5.14902
16 C -0.82183 -1.07586 -5.49438
17 C -1.10492 -2.05499 -4.57730
18 C -0.42356 -2.09425 -3.36162
19 H 0.87908 -3.54852 -1.46633
20 H 2.55291 -3.32177 -1.86741
21 H 3.14418 -0.94084 -3.81144
22 H 5.41173 -0.00917 -4.12066
23 H 6.50769 1.19198 -2.25911
24 H 5.59301 1.06478 0.00074
25 H 3.35006 -0.05546 0.34891
26 H 1.41092 0.72300 -3.71109
27 H 0.20807 0.75060 -5.81174
28 H -1.31425 -1.08579 -6.44432
29 H -1.81530 -2.82045 -4.77528
30 H -0.62709 -2.96349 -2.77052
31 F -6.54751 3.90317 2.39268
32 C -5.52670 3.23457 1.89382
33 C -4.95098 3.68579 0.69469
34 F -5.41293 4.76287 0.07954
35 C -3.82325 2.99710 0.23845
36 F -3.24381 3.48096 -0.87606
37 C -3.29138 1.88770 0.89306
38 P -1.88829 0.98244 0.07475
39 C -0.66185 2.27678 -0.13542
40 C 0.44381 2.00737 -0.97239
41 C 1.53902 2.85003 -0.97993
42 C 1.53830 3.97990 -0.13561
43 C 0.45633 4.26096 0.67475
44 C -0.62326 3.41537 0.69282
45 C -2.58722 0.60335 -1.57462
46 C -3.65230 -0.31253 -1.49503
47 C -4.45284 -0.63351 -2.56707
48 C -4.25399 -0.00255 -3.81206
49 C -3.22671 0.90025 -3.89094
50 C -2.38726 1.22288 -2.81759
51 C -3.91410 1.45315 2.08127
52 Br -3.50441 -0.08517 3.12164
53 C -5.01979 2.15939 2.55481
54 F -5.69455 1.75619 3.60937
55 H 0.37642 1.18823 -1.66641
56 H 2.33457 2.75155 -1.68460
57 H 2.42009 4.58404 -0.09670
58 H 0.46989 5.18100 1.25693
59 H -1.42175 3.56664 1.42629
60 H -3.90135 -0.73429 -0.52155
61 H -5.27446 -1.31898 -2.43390
62 H -4.91997 -0.17451 -4.64204
63 H -3.07224 1.49450 -4.77388
64 H -1.66137 1.96852 -2.95042
65 N 3.30787 -2.59310 3.23479
66 C 2.78952 -1.47884 4.08959
67 C 2.94197 -0.12885 3.36660
68 C 1.71251 0.72248 3.07848
69 N 1.15168 0.63284 1.69980
70 C 0.57562 0.44317 4.03823
71 C 0.19539 -0.99910 4.19501
72 N -0.49794 -1.52443 2.96028
73 C 1.42035 -1.82648 4.63459
74 H 4.29534 -2.53013 2.99533
75 H 2.70841 -2.69716 2.38189
76 H 3.23126 -3.48975 3.75105
77 H 3.43940 -1.50424 4.94850
78 H 3.48798 -0.21285 2.44253
79 H 3.54068 0.55086 4.02610
80 H 2.01058 1.76260 3.25814
81 H 1.85264 0.95703 1.00371
82 H 0.44491 1.37729 1.64672
83 H -0.29798 1.06804 3.85899
84 H 0.87946 0.81707 5.07865
85 H -0.54975 -1.04012 4.97622
86 H -1.49557 -1.40873 3.07177
87 H -0.32497 -2.54086 2.95083
88 H 1.16067 -2.89079 4.61559
89 H 1.46567 -1.57952 5.71760
90 C -2.47367 -3.09765 0.56514
91 O -1.53610 -2.19450 -0.01793
92 H -3.07458 -2.51599 1.26065
93 H -1.94724 -3.87237 1.06036
94 H -3.11186 -3.47440 -0.20557
95 H -1.88749 -1.94947 -0.91658

As for the largest force on an atom: 0.0479 hartree/bohr. For the gap between HOMO and LUMO (spin up / spin down), the calculation gives 7.168 / 7.549 eV. The net charge is +3. For the LUMO energy (spin up / spin down), the calculation gives -9.06 / -8.66 eV. The electronic energy is -6406.175748 hartree. As for the HOMO energy (spin up / spin down): -0.5963 / -0.5958 hartree. As for the multiplicity: 2.


Record 2
DFT (the ωB97M-V functional and the def2-TZVPD basis) results for C39H42BrF4N3O3P2Ti as an isolated structure.

Atoms and positions in Å:
1 Ti -15.12859 -13.69424 3.40584
2 O -12.41457 -15.05995 6.01953
3 C -12.99752 -14.21870 5.39475
4 O -13.62498 -14.58318 4.20366
5 C -13.12908 -12.80032 5.85618
6 P -13.38218 -11.87985 4.29216
7 C -13.51459 -10.10816 4.66684
8 C -13.00897 -9.60678 5.87174
9 C -13.07145 -8.23083 6.12784
10 C -13.61297 -7.39111 5.14624
11 C -14.01875 -7.85921 3.92550
12 C -14.03147 -9.24666 3.69452
13 C -11.77095 -11.91915 3.40132
14 C -10.66978 -12.52789 3.94622
15 C -9.52470 -12.69218 3.20780
16 C -9.45500 -12.19195 1.90203
17 C -10.56463 -11.57586 1.33874
18 C -11.74655 -11.48193 2.04959
19 H -12.33795 -12.70077 6.58047
20 H -14.00953 -12.70028 6.47450
21 H -12.55647 -10.26615 6.57140
22 H -12.64165 -7.83205 7.06879
23 H -13.65224 -6.30235 5.32243
24 H -14.32219 -7.11840 3.20005
25 H -14.42231 -9.60191 2.74106
26 H -10.68396 -12.96461 4.94615
27 H -8.71199 -13.23398 3.64707
28 H -8.58096 -12.32315 1.28624
29 H -10.55889 -11.14447 0.32267
30 H -12.63898 -10.99648 1.62045
31 F -18.67983 -7.67551 0.86573
32 C -18.40071 -8.73751 1.60838
33 C -19.15078 -9.10250 2.70653
34 F -20.26806 -8.48317 3.00855
35 C -18.67169 -10.07985 3.52540
36 F -19.37600 -10.32331 4.66471
37 C -17.55946 -10.85217 3.22463
38 P -17.10649 -12.17339 4.29247
39 C -16.60471 -11.53094 5.93877
40 C -16.33479 -12.28824 7.05051
41 C -16.07450 -11.66656 8.24937
42 C -15.97923 -10.26319 8.35691
43 C -16.15218 -9.49849 7.17316
44 C -16.48350 -10.12355 5.99316
45 C -18.65929 -13.11259 4.46528
46 C -19.35374 -13.51415 3.30118
47 C -20.48196 -14.34709 3.37845
48 C -20.95873 -14.73913 4.62919
49 C -20.29788 -14.32573 5.76879
50 C -19.19689 -13.52702 5.70839
51 C -16.91814 -10.59395 2.00968
52 Br -15.47577 -11.66128 1.45185
53 C -17.29189 -9.53239 1.23049
54 F -16.62601 -9.17766 0.16282
55 H -16.35369 -13.38853 7.11195
56 H -15.85385 -12.20970 9.13513
57 H -15.83437 -9.78250 9.31623
58 H -16.02198 -8.45494 7.18862
59 H -16.57880 -9.54448 5.05890
60 H -19.06720 -13.16478 2.33439
61 H -21.01432 -14.64590 2.48080
62 H -21.72851 -15.50216 4.71448
63 H -20.69905 -14.60607 6.78254
64 H -18.69827 -13.25889 6.62916
65 N -13.20007 -17.30288 3.90442
66 C -14.62769 -17.69470 3.71407
67 C -15.25381 -17.25667 5.03175
68 C -16.54312 -16.42933 4.97558
69 N -16.21968 -14.98555 5.08234
70 C -17.34962 -16.86290 3.75742
71 C -16.60636 -16.52231 2.45501
72 N -16.46006 -14.99711 2.22849
73 C -15.21424 -17.22216 2.37906
74 H -12.90886 -17.46507 4.87914
75 H -13.17684 -16.28144 3.79013
76 H -12.57647 -17.80293 3.21587
77 H -14.59984 -18.78689 3.68564
78 H -14.52985 -16.67644 5.62226
79 H -15.43439 -18.17944 5.55892
80 H -17.14694 -16.67458 5.88262
81 H -15.59815 -14.84399 5.90267
82 H -17.07329 -14.54362 5.40751
83 H -18.28419 -16.31016 3.82582
84 H -17.58139 -17.98649 3.79311
85 H -17.17409 -16.89732 1.66520
86 H -17.40993 -14.60742 2.36703
87 H -16.30946 -14.85822 1.27392
88 H -14.49740 -16.51200 1.92380
89 H -15.20251 -18.03811 1.60565
90 C -13.60359 -14.45260 0.31971
91 O -13.63876 -14.01755 1.67761
92 H -14.06096 -13.76386 -0.40440
93 H -14.03721 -15.42554 0.25177
94 H -12.53153 -14.56723 -0.01427
95 H -12.83913 -13.54659 1.91026

As for the largest force on an atom: 0.0532 hartree/bohr. For the gap between HOMO and LUMO (spin up / spin down), the calculation gives 7.639 / 7.982 eV. The net charge is +3. For the LUMO energy (spin up / spin down), the calculation gives -8.57 / -8.23 eV. The electronic energy is -6406.162204 hartree. As for the HOMO energy (spin up / spin down): -0.5956 / -0.5956 hartree. As for the multiplicity: 2.


multiplicity of number 2 (C39H42BrF4N3O3P2Ti)? 2